{
  "formula": "CH2NO3S",
  "method": "ωB97M-V/def2-TZVPD",
  "charge": -1,
  "lumo_ha": [0.15410, 0.06523],
  "e_homo_ev": [-1.506, -4.603],
  "largest_force_ev_per_a": 4.8,
  "multiplicity": 3,
  "homo_lumo_gap_ev": [5.7, 6.4],
  "s2": 2.015,
  "symbols": ["C", "N", "O", "O", "O", "S", "H", "H"],
  "coordinates": [[-0.39391, 1.08731, -0.46755], [-0.23144, -0.88029, 1.27861], [1.96969, 0.04802, 0.47603], [-0.10145, 2.24713, -0.38707], [0.50946, -1.42652, -0.97179], [0.63539, -0.40442, 0.07640], [-1.41838, 0.87752, -0.92437], [-0.96937, -1.54877, 0.91974]],
  "atomic_forces_ev_per_a": [[-2.849, -3.399, -1.415], [-0.936, -0.760, 1.004], [-1.349, 0.070, -0.613], [2.078, 4.266, 0.678], [0.603, 0.964, -0.538], [-0.175, -1.443, 0.133], [1.401, -0.826, 0.467], [1.225, 1.129, 0.285]]
}

{
  "formula": "CH2NO3S2",
  "method": "ωB97M-V/def2-TZVPD",
  "charge": -1,
  "lumo_ha": [0.11072, 0.05626],
  "e_homo_ev": [-2.442, -2.369],
  "largest_force_ev_per_a": 4.3,
  "multiplicity": 1,
  "homo_lumo_gap_ev": [5.5, 3.9],
  "symbols": ["C", "N", "O", "O", "O", "S", "S", "H", "H"],
  "coordinates": [[-0.32345, -0.56863, -0.35569], [0.42247, -0.88105, 0.74355], [-0.12915, -0.97147, -1.49892], [-1.50357, 0.03201, -0.05184], [-0.42112, 2.21038, 1.07995], [1.81040, -1.67648, 0.45184], [-0.37504, 2.77233, -0.33376], [-1.26563, 0.72785, 0.74244], [1.78510, -1.64494, -0.77757]],
  "atomic_forces_ev_per_a": [[-2.774, -0.313, -1.437], [0.958, -0.019, 1.066], [0.406, 0.302, 0.587], [1.829, 1.073, 1.770], [-0.379, -1.224, 1.762], [-0.123, 0.168, 4.129], [0.267, 1.155, -1.783], [-0.261, -1.114, -1.798], [0.077, -0.027, -4.296]]
}

{
  "formula": "CH2NO4",
  "method": "ωB97M-V/def2-TZVPD",
  "charge": 1,
  "lumo_ha": -0.28248,
  "e_homo_ev": -14.749,
  "largest_force_ev_per_a": 4.5,
  "multiplicity": 1,
  "homo_lumo_gap_ev": 7.1,
  "symbols": ["C", "N", "O", "O", "O", "O", "H", "H"],
  "coordinates": [[-0.76394, 0.98083, 0.70917], [1.91948, 0.36030, -1.12549], [1.79870, 1.04144, -1.99221], [2.30031, -0.28420, -0.30723], [-1.43353, -0.95702, 0.87434], [0.14149, 1.07759, 0.04779], [-1.79064, -1.45164, 1.53231], [-2.17187, -0.76729, 0.26133]],
  "atomic_forces_ev_per_a": [[-1.537, 2.239, 1.532], [1.679, 0.337, -0.115], [-0.811, 0.159, -0.528], [-0.389, -0.699, 0.429], [0.864, 0.926, -4.010], [1.461, -0.251, -1.162], [-1.654, -2.430, 3.376], [0.388, -0.281, 0.478]]
}

{
  "formula": "CH2NO4S",
  "method": "ωB97M-V/def2-TZVPD",
  "charge": -1,
  "lumo_ha": 0.14132,
  "e_homo_ev": -4.290,
  "largest_force_ev_per_a": 3.0,
  "multiplicity": 1,
  "homo_lumo_gap_ev": 8.1,
  "symbols": ["C", "N", "O", "O", "O", "O", "S", "H", "H"],
  "coordinates": [[-0.70125, -0.13856, 0.20051], [-0.51499, -0.07188, -1.17349], [1.83823, 1.09099, 0.23255], [-0.03368, -1.12437, -1.72583], [-0.89166, 0.89476, -1.80804], [1.30643, 0.02253, 2.26542], [1.48142, -0.19444, 0.82737], [-1.04319, -1.16374, 0.51426], [-1.44129, 0.68472, 0.66725]],
  "atomic_forces_ev_per_a": [[-1.457, -0.003, 2.354], [-0.912, -2.628, -0.904], [0.656, -0.413, -0.907], [-0.290, 1.852, 0.671], [0.459, 0.727, -0.421], [0.114, -1.134, 0.337], [-1.388, 2.146, 0.728], [0.611, 1.054, -0.511], [2.207, -1.602, -1.348]]
}

{
  "formula": "CH2NO4S",
  "method": "ωB97M-V/def2-TZVPD",
  "charge": -1,
  "lumo_ha": 0.15146,
  "e_homo_ev": -5.337,
  "largest_force_ev_per_a": 3.1,
  "multiplicity": 1,
  "homo_lumo_gap_ev": 9.5,
  "smiles": "O=S(=O)([O-])N1CO1",
  "symbols": ["C", "N", "O", "O", "O", "O", "S", "H", "H"],
  "coordinates": [[-0.27419, 0.79708, 1.03122], [0.72308, -0.12982, 0.62748], [-1.12317, -1.41048, -0.48226], [0.06684, 0.30888, -2.04257], [1.17451, -1.79799, -1.21993], [0.96123, 1.28544, 0.61669], [0.13094, -0.78448, -1.01527], [-1.12084, 0.95764, 0.37466], [-0.53839, 0.77373, 2.10999]],
  "atomic_forces_ev_per_a": [[-0.369, -0.315, 1.067], [-0.987, -0.625, -1.340], [1.258, 1.496, -1.509], [-0.342, -1.998, 2.385], [-0.742, 1.071, -0.558], [0.220, 1.073, 0.100], [0.476, -1.204, 0.577], [0.054, 0.170, -0.146], [0.433, 0.332, -0.576]]
}

{
  "formula": "CH2NO4S",
  "method": "ωB97M-V/def2-TZVPD",
  "charge": -1,
  "lumo_ha": 0.14880,
  "e_homo_ev": -4.741,
  "largest_force_ev_per_a": 3.3,
  "multiplicity": 1,
  "homo_lumo_gap_ev": 8.8,
  "symbols": ["C", "N", "O", "O", "O", "O", "S", "H", "H"],
  "coordinates": [[-1.44782, -0.04853, 0.06245], [1.83476, 1.38629, -0.24143], [2.99745, 1.75183, -0.45421], [-1.70275, -0.98765, -0.86943], [1.72820, 0.16977, 0.17698], [0.08746, -2.06211, 0.69477], [0.06100, -1.01743, -0.29503], [-1.89824, -0.30640, 0.95631], [-1.66005, 1.11424, -0.03041]],
  "atomic_forces_ev_per_a": [[1.023, 2.644, -0.338], [0.770, -0.327, -0.122], [-1.141, -0.328, 0.300], [-0.399, -0.865, -1.979], [1.261, 0.762, 0.399], [0.740, -0.914, 0.958], [-2.688, 1.649, -0.901], [-0.404, -0.590, 2.504], [0.838, -2.032, -0.820]]
}

{
  "formula": "CH2NO4S",
  "method": "ωB97M-V/def2-TZVPD",
  "charge": -1,
  "lumo_ha": 0.10487,
  "e_homo_ev": -4.129,
  "largest_force_ev_per_a": 4.5,
  "multiplicity": 1,
  "homo_lumo_gap_ev": 7.0,
  "symbols": ["C", "N", "O", "O", "O", "O", "S", "H", "H"],
  "coordinates": [[0.34165, -0.19101, 0.16127], [0.86690, 1.07760, -0.18959], [1.05494, 1.39139, -1.36825], [-2.32135, 0.12260, 0.63304], [1.21239, 1.73670, 0.82179], [-1.53810, -2.06047, -0.21906], [-1.59586, -0.62187, -0.39886], [1.59718, -1.20446, -0.64826], [0.38224, -0.25049, 1.20792]],
  "atomic_forces_ev_per_a": [[1.391, -2.664, -3.332], [1.623, 0.281, 0.610], [-0.470, 0.298, 1.315], [0.071, 0.048, 0.579], [-0.443, 0.582, -1.695], [-0.126, -1.082, 0.484], [0.695, 1.006, -1.274], [-3.076, 2.165, 2.021], [0.335, -0.633, 1.292]]
}

{
  "formula": "CH2NOS2",
  "method": "ωB97M-V/def2-TZVPD",
  "charge": -1,
  "lumo_ha": 0.11954,
  "e_homo_ev": -1.859,
  "largest_force_ev_per_a": 4.5,
  "multiplicity": 1,
  "homo_lumo_gap_ev": 5.1,
  "symbols": ["C", "N", "O", "S", "S", "H", "H"],
  "coordinates": [[-1.28675, -0.20761, -1.15867], [0.71534, 0.33991, 0.81701], [-0.74756, 0.50531, -1.88530], [-2.20227, -0.88393, -0.12821], [1.62833, -0.89455, -0.12756], [1.32839, 1.03695, 0.72657], [0.56452, 0.10392, 1.75617]],
  "atomic_forces_ev_per_a": [[0.969, 1.960, -0.782], [-2.388, -2.591, -1.802], [-0.017, -0.559, -0.356], [-1.098, -1.360, 1.038], [-0.124, -0.608, 0.237], [2.494, 3.709, 0.250], [0.164, -0.550, 1.415]]
}

{
  "formula": "CH2NP",
  "method": "ωB97M-V/def2-TZVPD",
  "charge": 0,
  "lumo_ha": [-0.07336, -0.07331],
  "e_homo_ev": [-8.726, -8.711],
  "largest_force_ev_per_a": 6.0,
  "multiplicity": 1,
  "homo_lumo_gap_ev": [6.7, 6.7],
  "smiles": "C1N=P1",
  "symbols": ["C", "N", "P", "H", "H"],
  "coordinates": [[-0.40203, -0.24342, -0.03635], [-1.01203, -1.48129, 0.01605], [-2.28913, 0.14480, 0.00185], [-0.06778, -0.07008, 1.08302], [0.11695, 0.16235, -0.87538]],
  "atomic_forces_ev_per_a": [[0.083, 0.861, 4.314], [-4.743, 3.520, -1.152], [3.058, -5.017, -0.207], [0.770, 0.654, -2.556], [0.832, -0.017, -0.398]]
}

{
  "formula": "CH2NP",
  "method": "ωB97M-V/def2-TZVPD",
  "charge": 0,
  "lumo_ha": [-0.04677, -0.04830],
  "e_homo_ev": [-8.704, -8.699],
  "largest_force_ev_per_a": 3.8,
  "multiplicity": 1,
  "homo_lumo_gap_ev": [7.4, 7.4],
  "symbols": ["C", "N", "P", "H", "H"],
  "coordinates": [[-1.28884, 0.47434, 0.18948], [-1.13870, -0.40401, -0.48643], [2.45382, -0.37741, 0.06630], [1.42666, -1.11135, -0.27598], [-1.45294, 1.41843, 0.50662]],
  "atomic_forces_ev_per_a": [[-0.197, 0.999, 0.366], [0.527, -3.295, -1.817], [2.372, 1.688, 0.792], [-2.307, -1.708, -0.793], [-0.395, 2.317, 1.452]]
}

{
  "formula": "CH2NP3",
  "method": "ωB97M-V/def2-TZVPD",
  "charge": 0,
  "lumo_ha": [-0.01299, -0.09525],
  "e_homo_ev": [-7.773, -9.349],
  "largest_force_ev_per_a": 4.7,
  "multiplicity": 3,
  "homo_lumo_gap_ev": [7.4, 6.8],
  "s2": 2.065,
  "symbols": ["C", "N", "P", "P", "P", "H", "H"],
  "coordinates": [[0.34370, -0.62840, 1.51139], [0.97991, -1.39380, -1.21283], [-0.37749, 0.83186, 1.13599], [0.54664, -0.38683, -2.19781], [-0.25034, 1.66831, -0.71036], [0.25258, -1.14014, 2.47240], [-1.49501, 1.04899, -0.99878]],
  "atomic_forces_ev_per_a": [[-0.872, 1.940, -0.324], [0.420, -0.870, 0.676], [0.100, -2.431, 4.041], [-0.303, 0.883, -1.027], [0.568, 0.263, -2.831], [0.238, -0.083, -0.393], [-0.151, 0.298, -0.143]]
}

{
  "formula": "CH2O2S",
  "method": "ωB97M-V/def2-TZVPD",
  "charge": 0,
  "lumo_ha": 0.01627,
  "e_homo_ev": -10.213,
  "largest_force_ev_per_a": 3.2,
  "multiplicity": 1,
  "homo_lumo_gap_ev": 10.7,
  "smiles": "O=C(O)S",
  "symbols": ["C", "H", "H", "O", "O", "S"],
  "coordinates": [[0.27244, 0.38865, -0.24764], [0.06720, -1.28356, 1.23093], [1.99369, 0.77940, 0.07702], [1.43270, -0.03331, 0.21522], [0.02200, 1.31895, -0.98500], [-0.95832, -0.75705, 0.39600]],
  "atomic_forces_ev_per_a": [[-2.901, -0.139, -0.997], [-1.743, 0.303, -0.918], [0.110, -1.175, 0.091], [2.104, 2.344, -0.233], [0.942, -1.054, 1.174], [1.488, -0.278, 0.882]]
}